Model i:
A structure of composition C64H52Cl5GeN10O3RbSSi, computed with the ωB97M-V functional and the def2-TZVPD basis.

Properties
frontier orbital gap = 4.2386 eV

Structure (ORCA input):
```
! RIJCOSX wB97M-V def2-TZVPD def2/J DEFGRID3
* xyz 0 1
Rb 0.040 -0.146 0.103
S 0.938 1.740 -8.508
N -0.288 1.037 -7.727
C 0.137 0.789 -6.501
C -0.636 0.162 -5.442
C -1.954 -0.252 -5.625
C -2.616 -0.833 -4.571
C -1.931 -0.983 -3.365
N -0.685 -0.595 -3.174
C -0.032 -0.028 -4.193
C 1.365 0.411 -3.954
N 1.881 0.221 -2.732
C 3.122 0.618 -2.507
C 3.934 1.224 -3.465
C 3.414 1.424 -4.720
C 2.106 1.015 -4.977
C 1.477 1.205 -6.274
N 2.042 1.761 -7.330
H -2.423 -0.102 -6.590
H -3.642 -1.164 -4.661
H -2.425 -1.426 -2.507
H 3.495 0.472 -1.500
H 4.939 1.533 -3.210
H 3.984 1.891 -5.514
Cl 0.446 -0.879 7.373
C 0.744 -1.314 5.739
C 1.419 -0.438 4.894
Cl 1.975 1.078 5.481
C 1.628 -0.777 3.562
Cl 2.304 0.363 2.459
C 1.235 -2.024 3.065
O 1.450 -2.419 1.802
C 0.540 -2.884 3.918
Cl 0.001 -4.388 3.277
C 0.289 -2.534 5.240
Cl -0.576 -3.611 6.259
O -5.114 -7.016 -0.616
N -3.962 -6.635 -0.667
O -3.003 -7.376 -0.778
C -3.697 -5.189 -0.592
C -4.715 -4.418 -0.212
C -4.575 -2.990 -0.046
C -5.626 -2.215 0.250
C -5.480 -0.748 0.313
C -4.006 -0.238 0.394
N -2.946 -1.188 0.153
C -3.219 -2.395 -0.128
C -2.120 -3.295 -0.592
N -0.945 -2.707 -0.804
C 0.016 -3.384 -1.405
C -0.146 -4.696 -1.827
C -1.338 -5.333 -1.555
C -2.365 -4.638 -0.906
H -5.676 -4.878 -0.027
H -6.601 -2.670 0.401
H -6.130 -0.305 1.067
H -3.768 0.322 1.294
H 0.945 -2.852 -1.585
H 0.655 -5.209 -2.341
H -1.481 -6.360 -1.853
C -1.205 2.291 -1.196
Si -2.549 3.038 -0.336
C -2.128 3.313 1.506
N -1.301 2.275 2.160
C -0.206 2.860 2.930
C -0.672 3.652 4.156
C -1.770 2.876 4.915
C -1.804 1.416 4.471
C -2.079 1.322 2.968
C -3.005 4.806 -0.908
C -3.485 5.804 -0.054
C -3.785 7.083 -0.516
C -3.618 7.391 -1.858
C -3.143 6.416 -2.728
C -2.838 5.147 -2.255
C -4.244 2.150 -0.539
C -5.406 2.819 -0.552
C -6.705 2.200 -0.885
C -6.824 0.904 -1.163
C -5.643 -0.004 -1.059
C -4.248 0.674 -0.841
H -0.295 2.000 -0.696
H -1.217 2.098 -2.269
H -3.039 3.520 2.094
H -1.561 4.251 1.506
H 0.387 3.489 2.264
H 0.455 2.055 3.253
H -1.050 4.628 3.845
H 0.191 3.838 4.802
H -2.749 3.323 4.717
H -1.608 2.937 5.993
H -2.582 0.864 5.004
H -0.854 0.934 4.719
H -3.141 1.528 2.810
H -1.905 0.289 2.630
H -3.631 5.586 1.001
H -4.153 7.837 0.171
H -3.851 8.384 -2.223
H -3.005 6.650 -3.778
H -2.439 4.403 -2.938
H -5.407 3.891 -0.379
H -7.574 2.847 -0.941
H -7.782 0.477 -1.446
H -5.630 -0.724 -1.882
H -3.515 0.479 -1.626
N 2.901 4.366 -0.491
C 4.062 3.806 -0.011
C 3.727 2.529 0.325
N 2.391 2.301 0.059
C 1.924 3.426 -0.429
H 2.790 5.303 -0.836
H 4.986 4.354 0.057
H 4.363 1.766 0.750
H 0.901 3.585 -0.762
Ge 2.923 -2.222 0.743
C 3.080 -3.914 -0.172
C 2.561 -5.111 0.311
C 2.754 -6.291 -0.396
C 3.460 -6.279 -1.591
C 3.977 -5.087 -2.085
C 3.789 -3.908 -1.375
C 4.547 -1.765 1.687
C 4.807 -2.110 3.011
C 5.989 -1.709 3.618
C 6.924 -0.971 2.905
C 6.681 -0.638 1.579
C 5.495 -1.032 0.973
H 2.528 -1.118 -0.248
H 1.995 -5.122 1.236
H 2.345 -7.219 -0.016
H 3.607 -7.200 -2.143
H 4.525 -5.075 -3.019
H 4.186 -2.978 -1.774
H 4.087 -2.689 3.579
H 6.179 -1.972 4.651
H 7.844 -0.656 3.381
H 7.410 -0.065 1.018
H 5.307 -0.752 -0.061
*
```


Model ii:
A structure of composition C64H52Cl5GeN10O3RbSSi, computed with the ωB97M-V functional and the def2-TZVPD basis.

Properties
frontier orbital gap = 4.3289 eV

Structure (ORCA input):
```
! RIJCOSX wB97M-V def2-TZVPD def2/J DEFGRID3
* xyz 0 1
Rb 0.587 0.558 0.541
S 0.456 1.854 -7.810
N -0.781 1.109 -7.089
C -0.313 0.593 -5.967
C -1.090 -0.152 -4.998
C -2.468 -0.317 -5.086
C -3.121 -0.983 -4.072
C -2.376 -1.536 -3.045
N -1.050 -1.426 -2.976
C -0.407 -0.686 -3.902
C 1.002 -0.410 -3.680
N 1.504 -0.859 -2.526
C 2.750 -0.552 -2.215
C 3.570 0.208 -3.053
C 3.068 0.665 -4.247
C 1.743 0.364 -4.575
C 1.074 0.843 -5.763
N 1.622 1.548 -6.737
H -3.000 0.096 -5.933
H -4.195 -1.095 -4.069
H -2.853 -2.095 -2.254
H 3.093 -0.920 -1.261
H 4.579 0.441 -2.741
H 3.653 1.271 -4.925
Cl 6.657 -2.020 4.435
C 5.392 -1.795 3.284
C 4.238 -1.096 3.624
Cl 4.089 -0.417 5.203
C 3.212 -0.940 2.705
Cl 1.824 0.000 3.125
C 3.236 -1.502 1.392
O 2.248 -1.394 0.593
C 4.462 -2.170 1.080
Cl 4.659 -2.819 -0.514
C 5.496 -2.314 1.995
Cl 6.937 -3.149 1.545
O -7.005 -2.093 3.204
N -6.081 -2.242 3.982
O -6.225 -2.453 5.171
C -4.709 -2.122 3.469
C -3.738 -2.629 4.260
C -2.380 -2.641 3.845
C -1.356 -3.181 4.647
C -0.079 -3.214 4.162
C 0.156 -2.713 2.871
N -0.776 -2.177 2.114
C -2.033 -2.127 2.587
C -3.062 -1.515 1.763
N -2.659 -0.936 0.618
C -3.554 -0.325 -0.125
C -4.912 -0.267 0.205
C -5.342 -0.863 1.361
C -4.409 -1.514 2.192
H -4.009 -3.057 5.215
H -1.598 -3.558 5.634
H 0.740 -3.613 4.743
H 1.150 -2.752 2.439
H -3.179 0.187 -1.004
H -5.605 0.259 -0.437
H -6.381 -0.822 1.642
C -1.174 2.103 -1.691
Si -1.497 3.611 -0.770
C -2.264 3.259 0.955
N -1.529 2.339 1.829
C -0.427 3.001 2.546
C -0.330 2.576 4.007
C -1.632 2.891 4.747
C -2.854 2.377 3.955
C -2.401 1.584 2.729
C 0.046 4.706 -0.657
C 0.143 5.773 0.241
C 1.222 6.649 0.219
C 2.234 6.475 -0.716
C 2.164 5.419 -1.615
C 1.083 4.548 -1.581
C -2.821 4.768 -1.529
C -2.489 5.960 -2.180
C -3.453 6.741 -2.804
C -4.785 6.352 -2.787
C -5.141 5.174 -2.145
C -4.169 4.399 -1.529
H -0.387 2.051 -2.444
H -2.018 1.453 -1.927
H -3.225 2.792 0.710
H -2.515 4.202 1.475
H -0.566 4.091 2.531
H 0.522 2.792 2.038
H 0.504 3.102 4.474
H -0.113 1.509 4.083
H -1.705 3.973 4.884
H -1.603 2.449 5.744
H -3.473 3.213 3.622
H -3.490 1.743 4.578
H -3.272 1.260 2.158
H -1.882 0.675 3.053
H -0.655 5.940 0.958
H 1.267 7.478 0.915
H 3.073 7.161 -0.747
H 2.950 5.280 -2.348
H 1.034 3.732 -2.293
H -1.454 6.283 -2.203
H -3.165 7.659 -3.303
H -5.539 6.962 -3.267
H -6.179 4.862 -2.126
H -4.471 3.474 -1.044
N 4.384 3.998 1.258
C 5.222 2.916 1.135
C 4.413 1.873 0.797
N 3.107 2.298 0.704
C 3.127 3.576 0.985
H 4.659 4.942 1.465
H 6.281 2.979 1.309
H 4.691 0.845 0.627
H 2.270 4.232 0.995
Ge -0.057 -2.513 -1.508
C -1.509 -3.886 -1.520
C -2.248 -4.201 -0.385
C -3.271 -5.142 -0.430
C -3.563 -5.793 -1.619
C -2.806 -5.524 -2.753
C -1.788 -4.585 -2.697
C 1.426 -3.727 -1.852
C 1.881 -4.382 -0.709
C 2.772 -5.438 -0.815
C 3.214 -5.848 -2.065
C 2.769 -5.196 -3.206
C 1.872 -4.141 -3.101
H -0.149 -1.624 -0.305
H -2.015 -3.709 0.548
H -3.839 -5.366 0.464
H -4.371 -6.512 -1.662
H -3.006 -6.053 -3.677
H -1.197 -4.398 -3.590
H 1.556 -4.040 0.268
H 3.135 -5.929 0.079
H 3.912 -6.671 -2.149
H 3.119 -5.512 -4.181
H 1.542 -3.633 -4.002
*
```


Most favorable structure: model ii. The second most favorable one is 1.730 eV above it.


Model i:
An isolated molecule of C5H4N2O2, computed with the ωB97M-V functional and the def2-TZVPD basis.

Properties
frontier orbital gap = 8.5258 eV
structure (SMILES) = [H]/N=C1\C(=O)NC=C1C=O

Structure (ORCA input):
```
! RIJCOSX wB97M-V def2-TZVPD def2/J DEFGRID3
* xyz 0 1
H -2.003 -0.988 1.742
N -0.993 -0.879 1.784
C -0.634 -0.379 0.662
C -1.551 -0.005 -0.505
O -2.771 -0.055 -0.587
N -0.698 0.414 -1.478
C 0.620 0.473 -1.064
C 0.715 0.013 0.199
C 2.005 -0.058 0.933
O 3.048 0.288 0.419
H -1.047 0.863 -2.308
H 1.386 0.799 -1.738
H 1.923 -0.487 1.941
*
```


Model ii:
An isolated molecule of C5H4N2O2, computed with the ωB97M-V functional and the def2-TZVPD basis.

Properties
frontier orbital gap = 7.5175 eV
structure (SMILES) = O=CNC1=CC(=O)C=N1

Structure (ORCA input):
```
! RIJCOSX wB97M-V def2-TZVPD def2/J DEFGRID3
* xyz 0 1
O -0.402 3.498 -1.060
C -0.696 2.213 -1.351
N -0.571 1.401 -0.097
C 0.134 0.110 0.104
C 0.444 -0.351 1.340
C 0.628 -1.792 0.983
O 0.918 -2.796 1.735
C 0.166 -2.081 -0.285
N -0.166 -0.912 -0.951
H -0.710 1.695 -2.281
H -0.607 2.003 0.604
H 0.729 0.028 2.182
H 0.133 -3.017 -0.923
*
```


Most favorable structure: model i. The second most favorable one is 3.894 eV above it.


Model i:
A cluster of 9 separate species, C13H44O9 in total, computed with the ωB97M-V functional and the def2-TZVPD basis.

Properties
frontier orbital gap = 8.9495 eV
structure (SMILES) = CC(C)O.CC(C)O.CC(C)O.CCO.CCO.O.O.O.O

Structure (ORCA input):
```
! RIJCOSX wB97M-V def2-TZVPD def2/J DEFGRID3
* xyz 0 1
C 0.528 -3.634 -2.791
C 1.369 -4.125 -1.582
C 1.951 -5.547 -1.685
O 2.491 -3.255 -1.637
H -0.391 -4.214 -2.878
H 1.042 -3.768 -3.745
H 0.318 -2.572 -2.693
H 0.873 -3.958 -0.619
H 2.413 -5.789 -2.640
H 1.127 -6.269 -1.646
H 2.498 -5.786 -0.771
H 3.043 -3.662 -0.954
C 1.252 -0.203 3.300
C 2.589 -0.206 2.540
C 2.719 -1.266 1.473
O 2.846 1.129 2.043
H 0.515 0.200 2.602
H 1.253 0.564 4.074
H 1.171 -1.215 3.691
H 3.332 -0.244 3.342
H 3.707 -1.246 1.005
H 1.893 -1.349 0.770
H 2.783 -2.229 1.989
H 2.981 1.089 1.093
C -3.214 4.115 2.740
C -2.394 3.534 1.595
C -1.967 4.677 0.631
O -1.297 2.816 2.085
H -3.592 5.125 2.561
H -2.727 4.170 3.713
H -4.144 3.552 2.858
H -3.105 2.956 0.990
H -2.793 5.304 0.302
H -1.621 4.083 -0.219
H -1.212 5.291 1.123
H -0.689 2.914 1.331
C 1.065 1.385 -5.089
C 0.454 0.015 -4.838
O -0.378 -0.040 -3.680
H 1.681 1.704 -4.247
H 0.230 2.077 -5.199
H 1.674 1.363 -5.993
H 1.177 -0.809 -4.865
H -0.173 -0.309 -5.673
H 0.271 0.009 -2.960
C -2.544 -0.245 2.746
C -2.747 0.441 4.098
O -1.703 1.398 4.345
H -3.500 -0.778 2.648
H -1.839 -1.073 2.653
H -2.417 0.272 1.796
H -2.670 -0.255 4.932
H -3.721 0.935 4.106
H -1.776 2.013 3.597
O 1.565 -0.510 -1.646
H 2.305 0.064 -1.425
H 1.943 -1.412 -1.627
O -0.680 -0.482 -0.298
H -0.747 0.451 -0.071
H 0.215 -0.577 -0.689
O -2.351 -2.007 -2.163
H -1.939 -1.619 -1.379
H -1.962 -1.521 -2.900
O 0.684 2.701 0.116
H 1.582 2.367 0.193
H 0.752 3.457 -0.479
*
```


Model ii:
A structure of composition C13H44O9, computed with the ωB97M-V functional and the def2-TZVPD basis.

Properties
frontier orbital gap = 8.3339 eV

Structure (ORCA input):
```
! RIJCOSX wB97M-V def2-TZVPD def2/J DEFGRID3
* xyz 0 1
C -3.243 0.334 -1.628
O -2.617 1.610 -1.842
H -3.358 -0.032 -0.608
H -4.240 0.428 -2.057
H -2.761 -0.409 -2.264
H -2.905 2.249 -1.187
C 2.967 -0.359 0.475
O 2.104 0.264 -0.367
H 2.841 -1.403 0.190
H 3.967 0.051 0.334
H 2.664 -0.211 1.512
H 2.477 0.189 -1.248
C -0.163 1.245 2.912
O -0.491 -0.073 2.544
H -1.017 1.919 2.845
H 0.159 1.229 3.953
H 0.676 1.636 2.336
H -0.390 -0.096 1.590
C -3.197 -0.205 1.769
O -3.364 0.246 3.124
H -4.096 -0.714 1.421
H -2.993 0.547 1.007
H -2.472 -1.012 1.664
H -2.534 0.010 3.546
C 1.348 -1.141 -3.346
O 0.221 -1.673 -3.944
H 1.003 -0.714 -2.404
H 2.119 -1.903 -3.232
H 1.702 -0.368 -4.029
H -0.428 -0.971 -3.855
C -2.450 2.593 1.934
O -2.399 3.701 1.098
H -1.898 1.724 1.577
H -2.127 2.761 2.962
H -3.476 2.241 2.041
H -1.491 4.000 1.006
C 1.748 2.458 0.655
O 1.466 3.344 1.746
H 1.895 1.421 0.958
H 0.928 2.479 -0.064
H 2.545 2.783 -0.014
H 2.168 3.201 2.386
C -0.093 -0.629 -1.026
C 0.006 0.565 -0.052
C -1.252 1.162 0.533
O 0.761 0.128 1.104
H 0.849 -0.870 -1.519
H -0.796 -0.396 -1.826
H -0.594 -1.512 -0.629
H 0.618 1.335 -0.522
H -1.827 1.758 -0.176
H -1.073 1.860 1.351
H -1.891 0.362 0.905
H 1.633 -0.116 0.784
C 3.194 -2.950 -1.497
C 1.959 -3.439 -0.736
C 0.746 -2.528 -0.944
O 1.590 -4.739 -1.260
H 3.439 -1.941 -1.163
H 3.010 -2.946 -2.571
H 4.065 -3.576 -1.306
H 2.266 -3.466 0.309
H -0.192 -2.934 -0.567
H 0.615 -2.326 -2.007
H 0.872 -1.523 -0.541
H 1.211 -4.660 -2.138
*
```


Most favorable structure: model i. The second most favorable one is 27.685 eV above it.